Below is a single C12H17NO3S molecule, with properties calculated with ωB97M-V/def2-TZVPD.

Positions of all 34 atoms, in Å:
O1 -0.54 -2.71 0.35
H1 -2.90 1.19 -2.64
N1 -2.09 -0.88 1.28
H2 3.85 2.84 2.29
S1 -0.67 -1.78 1.44
C1 0.50 0.62 2.06
H3 -0.46 -1.75 -1.86
H4 -3.32 -0.51 -2.44
C2 1.53 1.53 2.05
H5 1.89 -1.82 0.19
H6 -1.49 -0.95 -3.89
C3 1.82 -0.87 0.71
O2 -0.70 -2.31 2.77
H7 -2.19 1.21 -0.38
C4 0.65 -0.57 1.37
C5 -1.28 -0.18 -3.15
H8 -2.72 -1.19 2.01
C6 -0.31 -0.68 -2.07
H9 1.43 2.47 2.58
C7 3.83 2.26 1.36
O3 -0.62 0.09 -0.92
H10 3.68 2.96 0.54
C8 2.85 0.05 0.71
H11 -3.75 -0.66 0.04
C9 -2.68 -0.86 -0.04
H12 -2.52 -1.82 -0.53
H13 4.79 1.78 1.22
C10 -2.52 0.22 -2.34
C11 2.72 1.26 1.38
H14 -0.43 0.81 2.57
H15 0.74 -0.50 -2.31
H16 3.77 -0.18 0.19
H17 -0.86 0.69 -3.65
C12 -2.02 0.25 -0.88

The max |F| is 1.0 eV/Å. The HOMO energy comes out at -0.3328 hartree. The calculation puts the gap between HOMO and LUMO at 9.8038 eV. As for the charge: 0. The SMILES is Cc1ccc(S(=O)(=O)NC[C@@H]2CCCO2)cc1.